C5H8S in the gas phase in a non-equilibrium geometry, computed with ωB97M-V/def2-TZVPD.

Structure (ORCA input):
```
! wB97M-V def2-TZVPD RIJCOSX def2/J DEFGRID3
* xyz 0 1
C -0.933 0.876 0.088
C -1.112 0.443 -1.132
C 1.906 0.209 1.713
C -2.395 0.550 -1.882
C 1.987 -1.233 1.516
S 0.735 1.180 0.856
H -0.389 0.083 -1.833
H 2.566 0.777 2.247
H -2.209 1.002 -2.789
H -3.179 1.182 -1.393
H -2.909 -0.314 -1.843
H 1.290 -1.494 0.568
H 1.647 -1.739 2.375
H 2.994 -1.523 1.510
*
```

Calculated values
Calculated total energy: -593.29634 hartree
Relative energy (zero: lowest compared OMol25 entry of this formula, charge and spin): 120.4 kcal/mol

---

A 2-piece molecular cluster, C5H4O2 overall in a non-equilibrium geometry, computed with ωB97M-V/def2-TZVPD.

Structure (ORCA input):
```
! wB97M-V def2-TZVPD RIJCOSX def2/J DEFGRID3
* xyz 0 1
C 1.881 -0.797 -0.148
C 1.742 -1.971 0.207
C 2.210 0.470 -0.109
C -0.896 0.515 -0.655
C -1.496 -0.174 0.485
O 2.661 1.482 0.092
O 0.132 1.148 -0.626
H -1.530 0.314 -1.465
H -2.131 0.526 1.047
H -0.684 -0.473 1.161
H -1.889 -1.040 0.011
*
```

Calculated values
Calculated total energy: -343.22307 hartree
Relative energy (zero: lowest compared OMol25 entry of this formula, charge and spin): 106.2 kcal/mol

---

C15H18N3OS as an isolated structure in a non-equilibrium geometry, computed with ωB97M-V/def2-TZVPD.

Structure (ORCA input):
```
! wB97M-V def2-TZVPD RIJCOSX def2/J DEFGRID3
* xyz 1 1
O 0.824 -1.557 -2.695
C -0.408 -1.388 -2.539
N -0.728 -1.380 -1.259
C -1.795 -0.441 -0.599
H -2.643 -0.054 -1.321
H -2.312 -0.965 0.375
C -1.176 0.751 0.110
N -0.017 0.696 0.900
H -0.444 0.183 1.718
C 0.912 -0.332 0.349
C 0.496 -1.665 -0.131
H 1.178 -2.161 -0.561
H -0.326 -2.022 0.761
H 1.795 -0.605 1.079
H 1.438 0.276 -0.519
C 0.558 1.737 1.600
C 1.258 1.498 2.736
C 2.777 1.442 2.668
N 3.644 1.230 3.451
C 3.102 0.857 4.826
C 1.698 1.076 5.004
C 0.983 1.128 4.034
H -0.123 1.214 4.029
H 1.336 0.621 6.063
H 3.904 0.946 5.427
H 3.295 1.693 1.569
H -0.421 2.539 1.837
H 1.274 2.283 0.582
H -1.857 1.435 0.476
H -0.680 1.297 -0.907
C -1.259 -1.273 -3.518
C -1.090 -0.931 -4.780
C -2.201 -1.221 -5.628
C -3.438 -1.479 -4.827
S -3.075 -1.686 -3.161
H -4.171 -1.788 -5.369
H -2.212 -0.882 -6.741
H -0.096 -1.069 -5.041
*
```

Calculated values
Calculated total energy: -1219.36842 hartree

---

C4H9NO in the gas phase in a non-equilibrium geometry, computed with ωB97M-V/def2-TZVPD.

Structure (ORCA input):
```
! wB97M-V def2-TZVPD RIJCOSX def2/J DEFGRID3
* xyz 0 1
C -0.646 0.778 2.044
C -0.344 -0.446 1.246
N -0.399 -0.169 -0.159
C 0.637 -0.603 -0.987
C 0.684 -0.088 -2.416
O 1.474 -1.367 -0.547
H -1.088 0.493 2.985
H 0.271 1.298 2.441
H -1.395 1.433 1.502
H -1.117 -1.167 1.327
H 0.573 -0.972 1.564
H -0.881 0.670 -0.660
H 0.433 -0.961 -3.047
H 1.684 0.247 -2.747
H 0.115 0.855 -2.546
*
```

Calculated values
Calculated total energy: -287.79299 hartree
SMILES string: CCNC(C)=O
Relative energy (zero: lowest compared OMol25 entry of this formula, charge and spin): 24.8 kcal/mol

---

C5H15N2O as an isolated structure in a non-equilibrium geometry, computed with ωB97M-V/def2-TZVPD.

Structure (ORCA input):
```
! wB97M-V def2-TZVPD RIJCOSX def2/J DEFGRID3
* xyz 1 1
N -2.857 -0.767 -1.367
C -1.744 -1.011 -0.390
C -2.000 -0.529 1.138
C -0.565 -0.185 -0.991
N 0.492 -0.017 -0.025
C 1.733 0.308 -0.735
C 2.810 0.764 0.307
O 2.015 1.387 1.251
H -1.287 -1.915 -0.368
H -3.719 -1.224 -1.153
H -2.602 -1.089 -2.429
H 0.903 0.223 3.654
H -1.112 -0.668 1.751
H -2.815 -1.132 1.552
H -2.336 0.492 1.150
H -0.191 -0.814 -1.818
H -1.027 0.609 -1.510
H 1.511 0.708 3.723
H 2.147 -0.474 -1.376
H 1.553 1.233 -1.337
H 3.607 1.424 -0.060
H 3.292 -0.011 0.880
H 1.100 0.952 1.111
*
```

Calculated values
Calculated total energy: -383.73642 hartree
Relative energy (zero: lowest compared OMol25 entry of this formula, charge and spin): 197.4 kcal/mol

---

C6H10N2O as an isolated structure in a non-equilibrium geometry, computed with ωB97M-V/def2-TZVPD.

Structure (ORCA input):
```
! wB97M-V def2-TZVPD RIJCOSX def2/J DEFGRID3
* xyz 0 1
C 0.307 -0.002 -2.388
C -1.505 1.226 0.117
C -1.479 -0.175 -0.428
O -2.302 -0.684 -1.115
H -0.532 1.700 0.015
H -2.274 1.790 -0.408
H -0.037 -1.024 -2.484
H 1.204 0.156 -2.982
H -0.464 0.707 -2.666
H -1.752 1.188 1.179
C 1.428 -0.420 2.316
C 1.181 -0.219 0.876
N 1.654 0.395 -0.041
C -0.392 -1.150 0.421
N -0.474 -2.256 0.789
H 1.022 0.205 -1.227
H 0.591 -0.027 2.896
H 1.482 -1.491 2.514
H 2.344 0.083 2.617
*
```

Calculated values
Calculated total energy: -419.19593 hartree
Relative energy (zero: lowest compared OMol25 entry of this formula, charge and spin): 119.6 kcal/mol

---

C3H3ClO2 in the gas phase in a non-equilibrium geometry, computed with ωB97M-V/def2-TZVPD.

Structure (ORCA input):
```
! wB97M-V def2-TZVPD RIJCOSX def2/J DEFGRID3
* xyz 0 1
O 3.132 -1.509 0.236
C 2.175 -0.821 0.163
C 0.888 -1.137 0.680
Cl 0.798 -2.600 1.544
C -0.327 -0.444 0.321
O -1.537 -0.765 0.853
H 2.244 0.194 -0.373
H -0.468 0.496 -0.216
H -2.203 -0.173 0.393
*
```

Calculated values
Calculated total energy: -726.73029 hartree
SMILES string: O=C/C(Cl)=C/O
Relative energy (zero: lowest compared OMol25 entry of this formula, charge and spin): 31.1 kcal/mol

---

A 2-piece molecular cluster, C2HClN2O overall in a non-equilibrium geometry, computed with ωB97M-V/def2-TZVPD.

Structure (ORCA input):
```
! wB97M-V def2-TZVPD RIJCOSX def2/J DEFGRID3
* xyz 0 1
C 0.264 1.859 -0.021
C -0.693 -1.063 0.051
N 0.321 2.973 0.072
N 0.375 -0.348 -0.321
O -0.712 -2.255 0.242
Cl 1.925 -0.775 -0.124
H -1.480 -0.391 0.101
*
```

Calculated values
Calculated total energy: -721.53129 hartree
Relative energy (zero: lowest compared OMol25 entry of this formula, charge and spin): 139.5 kcal/mol

---

Q: Which of these has the highest calculated total energy?
A: C4H9NO

---

Q: Which value of calculated total energy does entry 8 give?
A: -721.53129 hartree

---

Q: What is the calculated total energy in the third record?
A: -1219.36842 hartree